The following is a quantum chemistry calculation of a single C8H10Br2O2S molecule in a non-equilibrium geometry, from the OMol25 dataset.

The geometry in XYZ format:
```
23
Properties=species:S:1:pos:R:3:forces:R:3
C -2.3225 -0.4617 -0.7475 -0.5 0.2 0.1
C -2.3789 0.4803 0.1871 -0.3 0.0 -0.2
C 3.6704 0.7833 -0.7177 0.1 0.2 0.1
C 2.6631 -0.0094 -1.0034 -0.8 0.1 0.1
C -1.4706 0.7875 1.3259 0.1 0.0 0.3
C -0.3874 -0.2493 1.6353 0.0 0.4 0.1
C -1.3319 -1.5231 -0.8248 3.3 1.3 2.2
C 0.3386 -0.6897 0.4133 -2.6 -1.2 -2.4
O 1.0220 1.8265 -0.0178 0.3 0.1 0.2
O 0.2863 0.4885 -1.9522 0.2 -0.1 -0.1
S 0.9873 0.5566 -0.6954 0.2 -0.3 -0.2
Br -3.7839 1.7635 0.0442 0.1 0.0 0.0
Br -1.7186 -3.1649 0.0398 -0.2 -0.2 0.0
H -3.0525 -0.4422 -1.5504 -0.1 0.0 0.0
H 4.6996 0.5296 -0.9175 0.1 -0.1 -0.1
H 3.4654 1.7390 -0.2639 0.0 0.2 0.1
H 2.7147 -0.9774 -1.4734 0.1 -0.2 -0.1
H -0.9849 1.7401 1.0874 -0.2 0.0 0.2
H -2.0770 0.9413 2.2224 0.0 0.1 -0.1
H 0.3146 0.2113 2.3412 -0.1 -0.1 0.0
H -0.8179 -1.1244 2.1332 0.1 0.0 -0.1
H -0.8391 -1.6728 -1.7736 -0.1 -0.1 0.0
H 1.0034 -1.5328 0.5078 0.2 -0.2 0.0
```
Positions in Å, forces in eV/Å.

Computed properties:
**Energy above the lowest of the compared OMol25 structures with the same formula, charge and spin**: 7.25 kcal per mole
**Spin multiplicity**: 1
**E**: -163469.68275 eV
**E_LUMO**: -0.009 eV
**Largest force on an atom**: 4.2 eV/Å
**HOMO**: -8.98 eV
**Molar mass**: 330.04 u
**Charge**: 0